No. 1
The ion C5H10NO with charge -1, computed with ωB97M-V with the def2-TZVPD basis set.

Element x y z (Å)
C  -0.105  1.859  2.650
N  -0.930  1.504  1.763
C  -0.372  1.193  0.449
C  -0.138  -0.275  0.154
C  0.187  -0.517  -1.413
C  0.246  -2.015  -1.767
O  0.359  -2.189  -3.062
H  0.808  2.511  2.474
H  -0.039  1.485  3.680
H  -1.081  1.527  -0.290
H  0.558  1.756  0.235
H  0.723  -0.646  0.712
H  -0.873  -1.112  0.315
H  -0.653  -0.050  -1.909
H  1.105  0.071  -1.711
H  -0.713  -2.497  -1.206
H  0.917  -2.605  -1.073

Computed properties:
HOMO energy in eV: -2.19
E_LUMO in eV: 3.4852
Kohn-Sham gap in Ha: 0.209
Charge: -1

---

No. 2
A cluster of 2 separate species, C5H10NO in total, computed with ωB97M-V with the def2-TZVPD basis set.

Element x y z (Å)
C  1.655  -1.908  -0.577
C  2.083  -0.810  -0.447
C  1.236  -3.207  -0.838
C  -1.957  2.252  0.791
C  -0.702  1.651  0.305
N  -0.689  0.384  0.116
O  0.436  2.192  -0.004
H  0.097  -3.159  -0.704
H  1.661  -3.862  -0.117
H  1.396  -3.623  -1.766
H  -1.974  3.371  0.781
H  -2.943  1.792  0.441
H  -1.832  2.017  1.876
H  2.220  0.214  -0.293
H  0.232  -0.142  -0.249
H  -1.579  -0.103  0.087
H  0.660  2.941  0.598

Computed properties:
HOMO energy in eV: -13.85
E_LUMO in eV: -3.7553
Kohn-Sham gap in Ha: 0.371
Charge: +1

---

No. 3
The ion C5H10NO with charge +1, computed with ωB97M-V with the def2-TZVPD basis set.

Element x y z (Å)
C  1.278  0.598  1.942
N  0.370  0.497  1.052
C  -0.675  -0.504  0.889
C  -0.651  -0.219  -0.580
C  -0.266  -1.456  -1.506
C  0.268  0.900  -0.341
O  -0.337  2.161  -0.286
H  2.164  1.212  1.842
H  0.979  0.062  2.896
H  -1.473  -0.272  1.557
H  -0.252  -1.434  1.197
H  -1.472  0.198  -1.038
H  -0.208  -0.972  -2.443
H  -1.005  -2.204  -1.689
H  0.635  -1.999  -1.195
H  1.160  0.814  -1.113
H  -0.514  2.616  -1.184

Computed properties:
HOMO energy in eV: -15.19
E_LUMO in eV: -5.1678
Kohn-Sham gap in Ha: 0.368
Charge: +1

---

No. 4
The ion C5H10NO with charge +1, computed with ωB97M-V with the def2-TZVPD basis set.

Element x y z (Å)
N  1.464  0.322  -2.423
C  0.647  -0.672  -1.604
C  0.450  -0.378  -0.334
C  -0.878  -0.739  0.380
C  -1.052  -0.315  1.918
C  -0.735  1.209  2.304
O  0.447  1.635  1.992
H  1.823  1.075  -1.851
H  2.250  -0.050  -2.958
H  0.798  0.704  -3.076
H  0.350  -1.538  -2.240
H  1.088  0.181  0.441
H  -1.649  -0.195  -0.156
H  -1.223  -1.814  0.223
H  -1.996  -0.517  2.334
H  -0.197  -0.834  2.504
H  -1.587  1.927  2.546

Computed properties:
HOMO energy in eV: -13.19
E_LUMO in eV: -3.7856
Kohn-Sham gap in Ha: 0.346
Charge: +1

---

No. 5
The ion C5H10NO with charge +1, computed with ωB97M-V with the def2-TZVPD basis set.

Element x y z (Å)
N  2.808  1.396  0.406
C  1.389  1.284  0.172
C  0.623  0.106  0.145
C  -0.788  -0.036  0.002
C  -1.345  -0.966  -1.095
C  -1.584  -1.360  0.340
O  -2.907  -1.188  0.796
H  2.885  1.864  1.353
H  2.842  2.096  -0.384
H  3.231  0.487  0.259
H  0.834  2.083  -0.231
H  1.019  -0.852  0.428
H  -1.499  0.947  0.069
H  -2.203  -0.568  -1.576
H  -0.673  -1.540  -1.723
H  -1.063  -2.112  0.859
H  -3.570  -1.642  0.182

Computed properties:
HOMO energy in eV: -13.10
E_LUMO in eV: -3.8298
Kohn-Sham gap in Ha: 0.341
Charge: +1

---

No. 6
The ion C5H10NO with charge +1, computed with ωB97M-V with the def2-TZVPD basis set.

Element x y z (Å)
C  2.495  0.847  0.800
C  1.596  0.410  0.185
C  0.805  -0.483  -0.657
O  1.036  -1.744  -0.144
C  -0.869  -0.134  -0.434
C  -1.017  1.367  -0.460
N  -1.287  -0.679  0.932
H  3.255  1.400  1.281
H  1.113  -0.214  -1.713
H  1.640  -2.259  -0.729
H  -1.491  -0.650  -1.135
H  -0.409  1.743  0.290
H  -2.109  1.447  -0.301
H  -0.828  1.557  -1.517
H  -2.233  -1.145  0.727
H  -1.281  -0.037  1.719
H  -0.414  -1.426  1.157

Computed properties:
HOMO energy in eV: -14.23
E_LUMO in eV: -3.5015
Kohn-Sham gap in Ha: 0.394
Charge: +1

---

No. 7
The ion C5H10NO with charge +1, computed with ωB97M-V with the def2-TZVPD basis set.

Element x y z (Å)
C  -0.252  0.060  -0.330
C  1.081  0.190  0.086
C  -1.758  0.034  0.707
C  -2.795  -0.863  0.031
C  3.317  -0.074  0.394
N  -1.264  1.153  -0.103
O  2.089  -0.580  -0.206
H  -0.337  -0.618  -1.155
H  1.111  1.048  0.754
H  -3.654  -0.816  0.563
H  -2.631  -1.961  0.288
H  -3.134  -0.753  -0.930
H  4.000  -0.847  0.007
H  3.348  0.135  1.542
H  3.434  0.796  -0.209
H  -0.994  1.897  0.496
H  -1.791  1.488  -0.994

Computed properties:
HOMO energy in eV: -12.88
E_LUMO in eV: -5.0522
Kohn-Sham gap in Ha: 0.287
Charge: +1

---

No. 8
A structure of composition C5H10NO, computed with ωB97M-V with the def2-TZVPD basis set.

Element x y z (Å)
C  0.153  -1.491  0.060
C  0.890  1.620  1.359
C  0.745  1.484  0.141
C  0.896  1.894  2.748
C  -1.039  -2.160  -2.315
N  -0.377  -0.645  -0.782
O  -1.222  -0.931  -1.720
H  0.351  -2.553  -0.157
H  0.708  -1.055  0.960
H  0.151  0.313  -0.429
H  0.638  2.035  -0.744
H  1.524  1.150  3.360
H  1.357  2.814  2.968
H  -0.213  2.036  2.994
H  -1.678  -2.950  -1.783
H  0.084  -2.501  -2.481
H  -1.555  -1.938  -3.306

Computed properties:
HOMO energy in eV: -14.69
E_LUMO in eV: -4.3656
Kohn-Sham gap in Ha: 0.379
Charge: +1

---

No. 9
The ion C5H10NO with charge +2, computed with ωB97M-V with the def2-TZVPD basis set.

Element x y z (Å)
O  1.886  -0.138  0.130
C  1.751  0.976  0.562
C  0.318  1.414  0.890
C  -0.876  0.852  0.062
C  -0.968  -0.580  -0.323
C  -1.897  -1.318  0.255
N  -0.095  -1.127  -1.358
H  2.517  1.687  0.738
H  0.148  2.513  0.741
H  0.123  1.201  1.998
H  -1.745  0.985  0.791
H  -1.107  1.585  -0.847
H  -2.202  -2.408  0.103
H  -2.576  -0.896  1.062
H  -0.293  -2.164  -1.598
H  0.905  -0.949  -0.986
H  -0.162  -0.628  -2.215

Computed properties:
Spin multiplicity: 2
HOMO energy (spin up / spin down) in eV: -19.71 / -19.16
E_LUMO (spin up / spin down) in eV: -10.0564 / -14.4569
Kohn-Sham gap (spin up / spin down) in Ha: 0.355 / 0.173
Expectation value of S²: 0.7581
Charge: +2

---

No. 10
The ion C5H10NO2 with charge -1, computed with ωB97M-V with the def2-TZVPD basis set.

Element x y z (Å)
N  -0.521  1.558  -0.920
C  -0.315  0.044  -0.796
C  0.124  -0.573  -2.160
O  -0.545  0.191  -3.023
C  0.764  0.036  0.334
C  0.217  0.238  1.777
C  -0.377  -0.946  2.495
O  -1.126  -0.788  3.442
H  -1.291  1.602  -1.556
H  0.318  1.894  -1.407
H  -1.291  -0.447  -0.300
H  -0.285  -1.717  -2.228
H  1.259  -0.550  -2.353
H  1.212  -0.975  0.324
H  1.589  0.744  0.027
H  -0.496  1.077  1.816
H  1.058  0.547  2.439
H  -0.294  -1.936  2.087

Computed properties:
HOMO energy in eV: -2.57
E_LUMO in eV: 3.6164
Kohn-Sham gap in Ha: 0.227
Charge: -1

---

No. 11
A cluster of 2 separate species, C5H10NO2 in total, computed with ωB97M-V with the def2-TZVPD basis set.

Element x y z (Å)
C  1.503  -1.896  -0.377
C  0.761  -1.213  -1.517
C  0.141  -1.883  -2.537
N  0.857  0.183  -1.290
H  0.974  -1.661  0.577
H  2.492  -1.461  -0.261
H  1.503  -2.998  -0.566
H  -0.351  -1.329  -3.299
H  0.151  -2.960  -2.469
H  0.586  0.480  -0.319
H  0.338  0.771  -1.967
O  0.237  0.383  1.274
C  -0.767  1.172  1.236
O  -1.394  1.591  0.206
C  -1.321  1.629  2.613
H  -2.097  2.412  2.512
H  -1.733  0.771  3.206
H  -0.517  2.040  3.271

Computed properties:
HOMO energy in eV: -3.95
E_LUMO in eV: 4.1275
Kohn-Sham gap in Ha: 0.297
Charge: -1

---

No. 12
The ion C5H10NO2 with charge -1, computed with ωB97M-V with the def2-TZVPD basis set.

Element x y z (Å)
C  2.024  -0.793  -1.398
C  1.028  -1.626  -0.621
N  -0.345  -1.147  -0.551
C  -0.671  -0.286  0.558
C  -2.170  -0.072  0.618
C  -0.056  1.148  0.538
O  0.106  1.660  1.661
O  0.054  1.668  -0.601
H  2.169  0.183  -0.930
H  1.653  -0.576  -2.401
H  3.011  -1.292  -1.429
H  1.010  -2.650  -1.032
H  1.357  -1.794  0.396
H  -0.584  -0.660  -1.424
H  -0.344  -0.743  1.486
H  -2.396  0.639  1.406
H  -2.504  0.391  -0.298
H  -2.737  -0.993  0.790

Computed properties:
HOMO energy in eV: -3.60
E_LUMO in eV: 4.0842
Kohn-Sham gap in Ha: 0.283
Charge: -1

---

No. 13
The ion C5H10NO2 with charge -1, computed with ωB97M-V with the def2-TZVPD basis set.

Element x y z (Å)
C  -0.364  -1.089  1.846
C  0.331  -0.041  0.926
C  -0.675  0.184  -0.157
C  -2.216  0.664  0.212
O  -2.734  1.645  -0.187
N  1.487  -0.772  0.346
C  1.772  -0.683  -1.352
O  2.225  0.518  -1.653
H  -1.454  -0.953  1.834
H  -0.190  -1.965  1.199
H  -0.012  -1.113  2.913
H  0.496  0.932  1.514
H  -0.792  -0.834  -0.741
H  -0.256  0.666  -1.041
H  -2.780  -0.192  0.684
H  2.365  -0.264  0.545
H  0.754  -0.849  -1.769
H  2.432  -1.535  -1.685

Computed properties:
HOMO energy in eV: -2.88
E_LUMO in eV: 3.6328
Kohn-Sham gap in Ha: 0.240
Charge: -1

---

No. 14
The ion C5H10NO2 with charge -1, computed with ωB97M-V with the def2-TZVPD basis set.

Element x y z (Å)
C  -1.161  1.031  -1.149
C  -0.625  1.751  0.036
O  -0.438  2.972  0.031
N  -0.319  1.033  1.168
C  -0.270  -0.405  1.273
C  1.000  -1.023  0.693
C  0.888  -1.371  -0.810
O  1.113  -0.306  -1.616
H  -1.764  1.676  -1.774
H  -1.623  0.064  -0.938
H  -0.245  0.719  -1.681
H  0.350  1.546  1.721
H  -1.114  -0.747  0.687
H  -0.346  -0.655  2.322
H  1.824  -0.318  0.723
H  1.254  -1.903  1.273
H  1.602  -2.215  -0.981
H  -0.126  -1.847  -0.978

Computed properties:
HOMO energy in eV: -2.81
E_LUMO in eV: 4.0437
Kohn-Sham gap in Ha: 0.252
Charge: -1

---

no.,M (g/mol)
1,100.14
2,100.14
3,100.14
4,100.14
5,100.14
6,100.14
7,100.14
8,100.14
9,100.14
10,116.14
11,116.14
12,116.14
13,116.14
14,116.14